Record 1
12 unconnected molecules or ions with the total composition C58H116F18N6O18S6. Source: the Open Molecules 2025 dataset; level of theory: ωB97M-V/def2-TZVPD.

The geometry in ORCA input format:
```
! RIJCOSX wB97M-V def2-TZVPD def2/J DEFGRID3
* xyz 0 1
H 4.665 -2.220 4.988
H -5.008 -1.578 5.290
H -0.119 4.448 1.755
H -1.869 2.972 0.599
C 4.397 5.217 -1.292
H 5.526 2.091 -5.265
C -2.370 4.602 -3.249
H -0.306 0.866 6.834
H -1.060 6.344 -3.053
C 1.226 -5.375 -0.775
H 3.286 -2.846 -2.868
H 1.418 -1.967 3.910
H 4.075 2.305 3.450
F 0.576 -5.330 -5.607
C 4.744 1.779 -3.303
H -3.195 2.737 4.881
H -0.331 4.969 -2.247
H -3.751 -2.395 3.841
O 3.920 7.160 -3.153
H 0.472 5.140 0.368
C 3.149 -5.629 -2.131
H 4.130 -2.338 -1.540
C 4.861 1.562 3.585
H 4.996 2.830 -3.160
H -8.824 1.453 -0.416
H 1.080 -5.595 0.283
F -0.567 2.756 4.444
O 2.742 -3.339 -5.322
C 4.738 1.515 -4.780
F 0.444 -6.429 3.335
F -0.100 -3.249 -6.053
S 2.350 -3.682 -6.681
C 4.046 -3.217 -2.179
H 3.338 1.815 -6.534
H -2.681 1.317 -5.175
H -2.924 -3.703 1.960
H 2.031 2.411 -3.083
C -6.666 -1.228 -0.269
O 2.247 -2.538 -7.615
H -2.262 -2.818 -3.846
O -1.989 -0.863 -0.114
O -1.044 5.678 3.610
C 2.004 -4.065 -0.908
F 0.138 0.323 1.825
F 0.009 -4.676 -7.644
H 3.352 -0.894 -4.667
C -5.317 2.563 4.175
H -4.255 4.877 -1.272
C -3.105 5.231 1.032
H -2.734 2.619 -2.522
H 0.874 2.746 -5.442
C 0.011 4.210 0.699
C -3.740 0.827 4.142
H -7.088 1.317 -0.270
C 5.635 -2.479 -3.991
H 2.157 -3.446 -0.024
H -4.588 -3.420 1.838
H 1.482 0.687 -2.837
H -7.073 -1.931 -3.600
H 5.047 0.482 -4.938
F 5.656 5.613 -0.937
C -4.737 -0.753 2.591
F 8.667 0.753 -0.300
H -8.072 0.216 -2.856
H 2.662 -5.432 -3.086
H 3.406 1.068 -1.519
S 6.816 -1.006 0.457
C -8.058 -0.502 -0.093
F 6.822 1.764 0.093
F 0.344 3.453 6.365
S -0.792 5.390 5.009
H 1.758 0.402 8.292
F 1.715 -0.136 0.328
O 2.900 -4.808 2.599
H 5.587 1.330 -2.778
C -2.867 -3.061 -2.972
C 4.235 -4.484 0.021
N -2.475 4.685 -0.289
H -3.041 0.147 4.628
H 3.135 -0.494 3.332
H 6.611 -2.721 -4.410
C -4.809 -2.017 -1.700
H -6.548 -1.174 4.434
C 3.559 1.013 -2.596
H 5.724 2.165 3.867
H -1.510 2.627 -5.806
C 3.643 -2.556 5.158
H 4.946 -2.298 -4.817
C 3.387 1.928 -5.451
C -6.041 0.058 -2.348
F 0.968 -4.902 4.840
C 1.267 -6.135 4.290
N 2.771 -1.241 5.349
H -0.673 -1.083 5.215
C 2.137 -6.506 -1.221
H -2.577 -1.440 2.937
H 5.162 -4.555 -3.528
C 4.515 0.570 4.670
H -7.311 1.767 -2.668
C 1.639 0.304 7.212
H -3.388 -1.040 -3.178
H -8.280 -0.330 0.960
H -2.243 -3.022 -2.080
H 2.783 -1.538 7.543
H -7.077 1.280 3.394
O 3.987 -5.725 4.642
H -1.859 4.085 -4.061
F 1.376 3.766 4.493
H -8.941 -0.837 -0.637
H 5.264 -0.217 4.752
H 3.779 -0.195 6.929
O 5.190 5.242 -4.065
S 4.106 5.729 -3.178
H 1.825 3.461 -0.287
N -5.075 0.109 3.836
C 1.227 3.212 0.589
H -0.465 0.106 -4.543
H 1.314 -2.413 5.636
O -0.137 -1.472 -1.602
H -3.180 -4.072 -3.233
H 1.744 1.271 6.720
N 3.457 -4.381 -1.261
H 1.038 2.153 0.412
C -1.310 3.657 -0.039
H -5.897 -0.603 0.186
O 2.805 5.083 -3.517
H 1.795 3.292 1.516
C -3.600 -1.815 2.930
C -5.991 1.356 3.453
H -5.012 3.240 3.377
H 1.631 -7.249 -1.836
H 5.215 -4.641 -0.428
H 6.143 -3.674 -2.374
C 2.802 -0.677 6.875
H 4.627 1.097 5.618
C -3.636 -2.889 1.826
H -3.018 5.392 -3.629
H -2.247 5.406 1.681
F 3.482 5.830 -0.531
O 6.678 -1.456 -0.976
F 0.554 -1.731 1.355
C 0.295 -0.028 6.668
H 3.253 -3.029 4.257
H -2.705 6.561 -1.394
H -4.257 -1.551 -0.884
H 1.656 -3.445 -1.735
C 0.162 3.708 5.079
H 4.956 1.100 2.602
C -3.619 4.010 -1.096
H 3.924 -0.012 -2.659
H 0.058 0.258 4.468
C -1.909 5.856 -1.151
H -0.464 1.653 -3.775
S -0.698 -0.495 -0.675
F 4.178 3.928 -1.056
O 7.703 -1.911 1.215
C 0.536 -0.502 0.809
H 2.555 0.716 4.387
H -1.794 1.088 -6.587
O 5.543 -0.801 1.163
N 2.224 1.144 -4.789
H -6.603 -2.191 0.237
C -7.962 0.876 -0.749
H -1.223 6.326 -0.446
H -5.239 0.664 -1.926
H 4.144 -3.684 0.756
H -4.106 3.428 -3.078
H -4.530 -2.100 -3.878
H -8.190 -2.146 -2.148
C 2.231 1.355 -3.262
C 3.227 -0.142 4.359
H -5.597 1.394 2.438
H 2.801 -6.979 -0.498
H 1.653 -0.781 -4.243
C -0.466 1.175 -4.754
C -3.962 -1.942 -2.962
H 2.177 -0.659 -5.950
S 3.027 -5.966 3.518
C 2.415 -0.396 -4.919
C -7.186 -2.245 -2.563
C 0.541 -4.323 -6.529
C 5.250 -3.607 -2.996
C -3.213 3.597 -2.477
O -0.761 0.863 -1.285
H -4.121 1.709 5.952
H -6.110 -0.074 5.640
H -1.184 3.222 -1.031
C 0.256 -0.512 5.214
H -4.336 0.032 1.950
H 3.683 -3.263 5.987
H 5.703 -1.520 -3.477
C -1.282 5.458 -2.458
C 0.908 1.657 -5.420
H -5.705 -1.211 2.384
N -6.211 -1.316 -1.705
H -3.297 1.208 3.221
H -4.944 -3.086 -1.533
H 0.822 1.398 -6.475
O -2.053 4.995 5.724
F 1.262 -7.196 5.198
H 4.055 -6.201 -2.331
H -6.943 -3.295 -2.396
C 1.307 -1.586 4.925
O 3.345 -7.195 2.827
H -5.981 3.078 4.869
H 0.220 -5.305 -1.189
C -5.666 -0.782 4.941
H -3.942 3.187 -0.459
F 8.003 1.128 1.648
H 3.200 2.995 -5.330
C -1.717 1.574 -5.615
H -3.752 6.097 0.893
C -4.029 2.036 4.916
H -3.406 -2.521 0.826
O 3.055 -4.788 -7.309
C 7.606 0.734 0.483
H 4.084 -5.465 0.470
O -0.019 6.457 5.646
H -3.782 4.414 1.281
H -5.849 -0.067 -3.414
H -0.016 -0.872 7.283
C -7.376 0.771 -2.228
*
```

Computed properties:
HOMO level, eV: -7.92
Orbital gap, eV: 5.812
Energy above the lowest of the compared OMol25 structures with the same formula, charge and spin, kcal/mol: 0.0

***

Record 2
2 unconnected molecules or ions with the total composition C29H25BrNO4S. Source: the Open Molecules 2025 dataset; level of theory: ωB97M-V/def2-TZVPD.

The geometry in ORCA input format:
```
! RIJCOSX wB97M-V def2-TZVPD def2/J DEFGRID3
* xyz -1 1
H 1.830 3.829 7.931
C 1.745 4.120 6.877
O 5.391 1.237 1.854
H 6.276 3.902 7.158
C -2.701 0.718 3.534
C -2.412 -1.321 1.639
C 4.408 3.845 4.251
O -0.259 -3.333 1.851
H -4.438 1.309 2.398
C -3.613 0.603 2.481
C 0.635 3.355 6.185
C 2.080 3.726 2.703
C 5.655 3.922 5.078
C 1.956 3.763 4.080
C -1.474 -1.162 2.660
C 3.334 3.565 2.072
H -0.319 3.602 6.657
C 0.599 3.715 4.701
C 6.926 -0.127 -0.439
H 5.464 3.875 2.395
H -0.023 2.990 4.157
H 3.946 3.913 8.094
H -4.192 -0.528 0.727
C 3.130 3.823 4.883
C 5.998 0.905 -0.471
H 1.530 5.204 6.845
H 5.351 2.480 6.661
C 4.488 3.777 2.871
H 7.377 -0.473 -3.811
C 1.246 -1.282 1.816
H 8.147 -1.433 -1.646
H -2.809 1.502 4.285
Br 1.763 0.400 2.288
C 5.432 3.567 6.550
H 6.409 3.252 4.650
H 4.288 5.324 7.070
C 3.346 3.199 0.679
C 6.056 0.968 -2.897
C 7.423 -0.619 -1.648
O 0.296 -2.355 4.091
O 3.930 3.151 -2.286
N 3.027 3.864 6.247
H 0.112 4.697 4.580
H 7.231 -0.526 0.526
H 1.188 3.752 2.075
C -1.638 -0.181 3.635
H -0.944 -0.134 4.471
S 0.026 -2.181 2.682
H -2.302 -2.144 0.936
C -3.476 -0.421 1.542
C 6.988 -0.073 -2.875
H 1.949 -1.929 1.296
H 5.698 1.410 -3.825
C 4.170 4.224 7.067
C 4.516 2.484 -1.446
C 5.563 1.447 -1.689
C 4.332 2.513 0.042
H 0.799 2.276 6.301
H 2.538 3.597 0.060
C 5.267 1.530 0.668
H 6.075 4.939 5.023
*
```

Computed properties:
HOMO level, eV: -2.68
Orbital gap, eV: 4.204

***

Record 3
A molecular structure, C4H3FeO2. Source: the Open Molecules 2025 dataset; level of theory: ωB97M-V/def2-TZVPD.

The geometry in ORCA input format:
```
! RIJCOSX wB97M-V def2-TZVPD def2/J DEFGRID3
* xyz 2 6
Fe 4.036 0.396 0.300
H 1.165 1.392 -0.320
C -1.050 -0.228 0.030
H 1.732 -1.188 0.359
C 1.221 0.316 -0.529
O 2.426 -0.236 -0.015
C 0.287 -0.612 -0.250
O -3.480 0.437 0.174
C -2.236 0.022 0.154
H -4.101 -0.299 0.097
*
```

Computed properties:
HOMO level (spin up / spin down), eV: -17.44 / -17.28
Orbital gap (spin up / spin down), eV: 6.141 / 5.291
⟨S²⟩: 8.796